One molecule with the formula C18H24N2O3, computed with ωB97M-V/def2-TZVPD.

Calculated values
ΔE to the lowest compared entry with this formula, charge and spin	13.74	kcal/mol
HOMO-LUMO gap	8.8	eV
SMILES string	CCn1c(=O)cc(OCC(=O)NCCC(C)C)c2ccccc21
spin multiplicity	1

```
47
Properties=species:S:1:pos:R:3:lowdin_charge:R:1
C 4.7169 3.0976 1.3300 -0.060
H 5.7162 3.3756 1.6537 0.076
H 4.0049 3.3771 2.1036 0.066
H 4.4794 3.6506 0.4248 0.081
C 4.6658 1.6003 1.0422 -0.192
N 3.3431 1.1795 0.6077 0.023
C 2.3371 0.9435 1.5091 -0.130
C 2.5277 1.0811 2.8926 -0.014
C 1.5077 0.8206 3.7790 -0.072
C 0.2567 0.4124 3.3282 -0.082
C 0.0425 0.2779 1.9780 -0.012
C 1.0610 0.5433 1.0575 -0.070
C 0.8417 0.4169 -0.3630 -0.198
C 1.8585 0.6624 -1.2197 0.088
C 3.1683 1.0647 -0.7706 -0.421
O 4.0912 1.2989 -1.5327 0.052
H 1.7582 0.5811 -2.2894 0.118
O -0.4170 0.0593 -0.7160 -0.046
C -0.7133 -0.1093 -2.0862 -0.079
H -0.1042 -0.9061 -2.5294 0.148
H -0.5270 0.8179 -2.6452 0.148
C -2.1907 -0.4768 -2.2670 -0.487
O -2.5879 -0.9840 -3.2942 0.066
N -2.9671 -0.1578 -1.2217 0.078
H -2.5262 0.2160 -0.3954 0.136
C -4.3756 -0.4662 -1.1590 -0.168
H -4.6483 -0.8855 -2.1280 0.115
H -4.9325 0.4673 -1.0148 0.122
C -4.7379 -1.4279 -0.0251 -0.163
H -5.8284 -1.4874 -0.0006 0.113
H -4.4134 -0.9938 0.9249 0.109
C -4.1804 -2.8578 -0.1315 -0.421
C -4.4507 -3.4783 -1.5001 -0.072
H -5.5039 -3.3941 -1.7593 0.081
H -4.1860 -4.5331 -1.4882 0.078
H -3.8599 -2.9927 -2.2725 0.065
C -2.6919 -2.9396 0.2053 -0.069
H -2.0878 -2.4734 -0.5668 0.063
H -2.4803 -2.4551 1.1569 0.073
H -2.3886 -3.9814 0.2830 0.079
H -4.7183 -3.4479 0.6216 0.129
H -0.9158 -0.0437 1.6020 0.104
H -0.5340 0.2056 4.0325 0.103
H 1.6856 0.9349 4.8379 0.107
H 3.4802 1.3941 3.2852 0.100
H 4.9700 1.0131 1.9107 0.116
H 5.3404 1.3736 0.2124 0.118
```